180
Properties=species:S:1:pos:R:3:lowdin_charge:R:1 method="wB97M-V/def2-TZVPD" total_charge=0 lumo_ev=-0.0489 spin_multiplicity=1 energy_ev=-123396.1736 fmax_ha_per_bohr=0.13333 orbital_gap_ha=0.3645
O 4.9261 -6.1257 1.5808 -0.065
O -1.0289 4.2066 -7.7322 -0.002
O -3.1143 5.4483 -2.9882 0.075
O -8.2078 -4.9407 -3.2430 0.043
O -1.1628 -1.4352 7.3381 0.104
O 7.9419 4.9301 -6.3733 0.109
O 1.9158 10.7749 6.4304 0.052
O 0.7416 3.2466 -8.8095 0.103
O -1.1262 0.3856 0.1026 -0.011
O 5.9718 2.2060 1.3905 0.120
O 4.1802 -8.2552 0.8621 0.049
O -8.4978 -6.9579 -4.3037 -0.025
O -0.8155 4.8309 9.5719 0.114
O 3.5396 9.9259 7.8655 0.126
O 7.3844 2.8731 -5.5888 -0.025
O -3.1575 -1.6155 8.3928 0.064
O 5.2586 -3.2342 -6.6511 0.114
O 5.0339 4.1390 1.4133 0.114
O -3.0037 7.7304 -3.2054 0.004
O 3.3832 -3.1102 -7.7400 0.146
O 6.4013 2.1890 6.3648 0.075
O 0.4751 -0.4911 -1.2266 0.119
O 5.0001 0.4906 6.7456 0.099
O 7.0492 3.7121 0.3803 0.086
O 3.5561 -3.6520 -5.5281 0.088
O 7.0548 0.0454 5.9710 0.149
O -1.6059 -3.0757 8.9041 0.059
O 3.5705 9.4530 5.5833 0.040
O -0.6767 6.9731 9.7114 0.098
O -0.6717 6.0420 7.6598 0.106
N -2.6650 -3.8978 -10.1124 0.128
N -3.5166 -6.5479 3.8405 0.132
N -7.5984 -1.1955 4.6710 0.136
C 2.6206 9.6420 4.5364 -0.133
C -6.9340 -0.6213 3.8906 -0.253
C -6.0675 0.0271 2.9399 -0.174
C -0.8395 5.5044 -8.3561 -0.204
C -2.3429 -6.2788 -8.9952 -0.212
C 5.0366 -7.5056 1.3766 -0.456
C -0.1938 3.2193 -8.0537 -0.569
C -1.8821 7.8614 -2.3655 -0.253
C 5.9637 3.4107 1.0600 -0.655
C -6.9346 0.3747 1.6893 -0.269
C 5.1618 3.6867 -4.8292 -0.063
C -1.7230 -9.5186 4.9385 -0.250
C -3.8231 -2.6549 9.1256 -0.089
C -0.6646 5.9326 8.8994 -0.575
C 4.0210 -3.2646 -6.7215 -0.657
C 3.6941 -5.3757 1.2925 -0.187
C -2.6243 -3.3200 9.8616 -0.115
C 1.5917 10.6423 5.0678 -0.143
C -1.0218 5.1268 10.9356 -0.131
C -2.0929 -8.0841 5.4542 -0.180
C 4.6165 -3.7987 -4.6051 -0.142
C -0.5795 -0.5502 -0.7005 -0.563
C 9.6559 3.4598 -5.5998 0.017
C -7.8608 -6.1331 -3.4368 -0.467
C 5.2783 2.7655 6.8786 -0.171
C 6.0030 2.9850 -5.8756 -0.236
C 2.8942 -5.2415 2.6118 -0.059
C 6.3647 -8.0670 1.8573 0.013
C -1.5071 -1.7650 -0.8187 0.023
C -0.6039 6.5294 11.0134 -0.165
C -0.7365 2.1898 1.7315 -0.058
C -2.1988 8.7096 -1.1467 -0.076
C -2.5345 -5.8926 -6.5329 -0.110
C -0.6062 1.9336 -7.4266 0.013
C 5.7913 -3.8566 -5.4906 -0.099
C -2.4784 -4.9541 -9.6861 -0.205
C -3.5435 6.5155 -3.4158 -0.473
C -1.9041 -1.9871 8.1745 -0.548
C 8.2471 3.8839 -5.8652 -0.538
C -1.7168 -6.4487 -7.6555 -0.293
C 3.0593 10.0714 6.7464 -0.446
C -2.8884 -10.2743 4.3544 -0.125
C -10.1482 -7.5320 -5.9838 -0.066
C 6.2201 0.8314 6.3379 -0.538
C -9.4956 -6.3786 -5.1850 -0.211
C 4.2443 1.6376 6.8175 -0.149
C -0.3780 1.6081 0.3409 -0.218
C 7.9262 2.6653 0.4141 -0.152
C -2.9309 -7.2288 4.5833 -0.231
C -6.8584 -6.8259 -2.4941 0.017
C 6.9574 1.5170 0.5983 -0.068
C -8.0149 1.3552 1.9178 -0.130
C -4.8036 6.5649 -4.3456 0.019
C 0.2515 6.3528 -7.7228 -0.065
H -1.6750 -6.7911 -9.6877 0.113
H 4.9343 3.6015 6.2696 0.136
H 6.1536 -8.9466 2.4654 0.091
H -0.1421 3.0804 1.9357 0.074
H 2.7834 -6.2126 3.0941 0.076
H -7.4363 -7.3046 -1.7035 0.086
H -8.6884 1.4676 1.0681 0.079
H -3.4581 -9.7226 3.6066 0.073
H 0.5572 10.2990 5.0640 0.128
H -2.8646 -4.3750 9.9934 0.129
H 0.4284 6.5416 11.3631 0.138
H 1.9256 -4.7888 2.3996 0.074
H -7.3708 -0.5254 1.2560 0.112
H -0.5414 5.2992 -9.3843 0.111
H -0.6565 2.3050 -0.4496 0.117
H 3.9144 -4.3330 1.0639 0.108
H -1.2761 9.0244 -0.6591 0.079
H 5.0964 3.2824 -3.8191 0.073
H 4.2017 3.8094 -5.3304 0.080
H -8.7014 1.1442 2.7377 0.075
H 10.2280 4.0263 -6.3346 0.091
H -7.6043 2.3316 2.1749 0.078
H 8.5932 2.8395 1.2584 0.142
H -1.4145 6.9796 -1.9275 0.119
H -1.2004 7.1656 11.6673 0.144
H -1.7893 2.4474 1.6168 0.073
H -0.8193 -2.5803 -1.0431 0.082
H -0.7881 -5.8783 -7.6427 0.116
H -0.8341 1.1685 -8.1687 0.098
H -3.5782 -10.6576 5.1063 0.075
H -4.6029 -2.3013 9.8001 0.134
H 4.5302 -4.6554 -3.9367 0.137
H 3.3671 -4.4916 3.2460 0.076
H 8.4954 2.6177 -0.5142 0.139
H 6.0822 -4.8528 -5.8238 0.143
H -3.3300 -6.7408 -8.9810 0.117
H -1.1972 -7.5461 5.7646 0.112
H -4.6994 7.1829 -5.2374 0.076
H 7.1547 -8.1612 1.1123 0.089
H -8.9276 -5.7901 -5.9055 0.118
H 5.8795 3.5384 -6.8065 0.121
H 5.3996 3.1013 7.9084 0.130
H 7.5482 0.7880 1.1529 0.136
H -5.1651 5.5811 -4.6448 0.078
H -1.4900 -7.5107 -7.5608 0.116
H -2.4340 -2.8579 10.8303 0.128
H 3.6554 1.7040 7.7323 0.134
H -5.7245 0.9690 3.3679 0.119
H 9.9391 3.7303 -4.5825 0.090
H -5.1713 -0.5843 2.8347 0.121
H -6.2537 0.7391 0.9201 0.108
H -2.1934 -6.1875 -5.5405 0.076
H 1.5400 11.5159 4.4179 0.124
H -10.9296 -7.2464 -6.6879 0.078
H 6.5973 -3.2755 -5.0424 0.139
H 6.6352 -7.2229 2.4917 0.076
H 6.5540 1.0912 -0.3205 0.139
H -2.9173 8.1868 -0.5154 0.081
H 3.1180 10.0954 3.6790 0.123
H -2.5712 -4.8034 -6.5489 0.081
H -0.1039 6.6696 -6.7423 0.066
H -2.0193 4.9210 11.3239 0.138
H -5.6566 6.9644 -3.7971 0.076
H -9.2987 -8.0570 -6.4206 0.073
H -4.1513 -3.3720 8.3732 0.134
H 3.5938 1.8618 5.9720 0.135
H -1.3593 2.0849 -6.6532 0.083
H -1.0097 -9.4337 4.1187 0.105
H -6.3322 -7.6508 -2.9746 0.078
H 5.5786 4.6786 -4.6544 0.075
H -2.4659 -11.1423 3.8483 0.073
H 2.1608 8.7219 4.1756 0.129
H -10.2314 -5.7054 -4.7450 0.120
H -3.5558 -6.2122 -6.7400 0.072
H 4.7708 -2.9621 -3.9237 0.131
H -10.5708 -8.2428 -5.2737 0.070
H -6.2408 -6.0396 -2.0602 0.086
H 5.6640 1.9678 -6.0717 0.122
H 1.1668 5.8089 -7.4894 0.078
H 9.7922 2.3924 -5.7735 0.086
H -0.3516 4.5532 11.5759 0.134
H -1.8798 -2.0212 0.1730 0.080
H 0.4352 7.2787 -8.2679 0.080
H 0.7019 1.6454 0.1972 0.114
H -2.6536 9.6639 -1.4126 0.072
H 0.1860 1.5469 -6.7856 0.088
H 3.2980 -5.7802 0.3610 0.115
H -0.4444 1.4627 2.4892 0.077
H -2.2881 -1.5106 -1.5352 0.090
H -2.7321 -8.2098 6.3281 0.109
H -1.7848 6.0257 -8.5067 0.120
H -1.2443 -10.0722 5.7464 0.107
H -1.0425 8.3400 -2.8696 0.121

***

167
Properties=species:S:1:pos:R:3:lowdin_charge:R:1 method="wB97M-V/def2-TZVPD" total_charge=0 lumo_ev=-0.4576 spin_multiplicity=1 energy_ev=-152690.3860 fmax_ha_per_bohr=0.08556 orbital_gap_ha=0.2814
Br -0.6648 1.6617 -0.0374 0.855
O -5.3967 3.3462 0.1564 -0.154
O -4.2952 -2.5794 -5.1205 -0.156
O 2.8091 6.6134 2.0582 -0.170
O -4.2050 -4.6977 4.1284 0.050
O -5.2071 -2.8854 -0.6676 -0.213
O -0.7800 -6.7797 2.0438 -0.142
O 9.0442 0.9839 -4.1814 -0.177
O 1.4012 -1.4206 -2.6936 0.094
O 4.4618 2.1521 -2.7946 -0.155
N -3.1798 -3.3374 5.6575 -0.116
N -2.6343 0.2570 1.8770 0.156
N 0.2725 0.7599 -2.9592 0.096
N -3.5144 -2.6424 1.7667 0.186
C -1.4605 3.0912 3.0761 -0.231
C -4.0799 -3.5563 4.5508 -0.415
C -2.5885 -1.9725 5.6329 -0.095
C -1.9988 -8.8105 2.0378 -0.175
C 9.9845 1.8406 -3.5191 -0.203
C 2.7518 2.3890 1.4707 -0.219
C -2.2361 -0.6711 0.9284 -0.202
C -5.9665 -2.5179 -6.7998 -0.175
C 5.5168 -2.1215 2.4166 -0.119
C -3.7694 -3.2061 -6.2981 -0.202
C 4.6005 -0.9854 0.2643 -0.221
C 4.5807 0.8845 -3.4602 -0.199
C -3.9313 -1.7683 2.7245 -0.149
C -0.7923 -8.0890 1.4637 -0.210
C -4.8730 2.7370 -1.0318 -0.196
C -6.7918 3.6115 -0.0322 -0.204
C -4.4358 -3.2999 -1.8083 -0.244
C -2.0335 -6.5510 2.7061 -0.219
C -4.4784 2.0150 3.3209 -0.184
C 5.8779 -1.6376 0.9384 -0.262
C 0.8636 3.9608 2.1519 -0.230
C -2.5712 -4.4488 -0.2968 -0.134
C -5.6884 -2.3082 -5.3225 -0.213
C -0.3810 4.2506 3.0718 -0.208
C -2.0125 -4.2532 5.3842 -0.086
C 5.4213 1.1139 -4.7015 -0.163
C -5.5923 -1.5079 -0.8526 -0.107
C -6.0653 2.3538 -1.8894 -0.172
C -2.6438 -2.0750 0.8574 -0.138
C 1.7596 2.7422 2.6648 -0.193
C -3.6008 -4.5988 -1.5148 -0.134
C 9.7181 0.2813 -5.2343 -0.197
C -1.2491 -0.1983 -0.1194 -0.455
C -3.9179 3.3038 4.0473 -0.206
C -2.0943 -2.9609 -0.2311 -0.122
C 6.3215 2.2511 -4.2636 -0.179
C 3.3548 7.5943 1.1665 -0.197
C -2.3743 3.2744 4.3563 -0.221
C -3.9820 0.6323 3.9186 -0.125
C 4.4628 0.5841 0.5701 -0.192
C -2.9664 -7.6658 2.2734 -0.163
C -4.9588 -3.5922 -7.1584 -0.176
C -3.4876 -0.3364 2.7594 -0.149
C 11.0699 0.9486 -5.4114 -0.175
C 11.3643 1.4374 -4.0066 -0.175
C 3.1902 0.8742 1.4541 -0.215
C -1.1536 -2.5078 -1.2356 0.030
C 4.2042 8.0580 3.3158 -0.176
C -7.0780 3.4179 -1.5110 -0.174
C 3.1548 6.9648 3.4044 -0.204
C 5.3908 3.0709 -3.3878 -0.196
C -4.8863 -2.4429 3.7950 -0.023
C 3.8207 8.7562 2.0255 -0.177
C -0.7061 -1.0512 -1.1556 -0.102
B 0.3460 -0.5702 -2.2701 -0.554
H -2.2544 -5.3148 5.6560 0.092
H 4.6815 -1.1910 -0.8440 0.088
H -6.4364 1.3669 -1.5948 0.102
H 6.4134 -2.4968 2.9750 0.067
H 1.1164 1.8750 2.9642 0.092
H 4.8172 3.7909 -3.9826 0.115
H -3.4598 -7.3973 1.3338 0.112
H -5.6029 2.0356 3.4659 0.110
H -1.8121 -1.8467 6.4404 0.100
H -3.1027 0.7148 4.6136 0.097
H 5.4294 0.8994 1.0496 0.106
H -4.7197 -3.6342 -8.2214 0.113
H 9.8748 1.7376 -2.4378 0.120
H -1.7363 -9.2770 2.9922 0.114
H -1.8534 -6.5799 3.7845 0.102
H -0.0592 0.5935 -3.9176 0.076
H -5.6845 -2.9595 3.1877 0.133
H 4.4256 1.0966 -0.4571 0.102
H -5.1983 -3.5852 -2.6022 0.117
H -5.3376 -4.5726 -6.8544 0.116
H -1.1703 -3.9233 6.0521 0.091
H -4.6775 -0.8554 -0.8995 0.086
H -2.1114 4.2707 4.8268 0.102
H -4.2404 3.4743 -1.5369 0.121
H 2.2473 7.3250 3.9012 0.120
H 3.5132 6.0798 3.9340 0.117
H -3.8172 -2.4779 -2.2610 0.118
H -3.3497 -1.1486 5.6715 0.074
H 5.9216 3.6130 -2.6025 0.116
H 3.5861 0.4977 -3.6933 0.107
H -1.6453 -4.1581 4.3208 0.101
H -7.0003 -2.7995 -7.0024 0.114
H 5.0729 0.1899 -2.7706 0.106
H 3.4329 0.5664 2.5091 0.106
H 4.7838 1.4411 -5.5290 0.115
H -7.3556 2.8968 0.5780 0.116
H -5.4172 -1.7055 4.4430 0.104
H 5.1993 7.6142 3.2162 0.115
H -5.8325 2.3261 -2.9543 0.115
H -3.0773 -4.8904 -2.4713 0.116
H -0.9049 5.2075 2.7934 0.114
H 6.2029 -2.5621 0.3798 0.097
H -2.3865 -9.5849 1.3748 0.112
H 4.7819 -2.9639 2.2860 0.072
H -5.7464 -1.6016 -7.3556 0.116
H -0.8785 -7.9747 0.3770 0.113
H -6.1546 -1.4583 -1.8356 0.093
H -4.3289 -5.3990 -1.2142 0.111
H 3.6655 -1.5040 0.6317 0.099
H 11.8281 0.2742 -5.8104 0.114
H 4.6355 9.3213 1.5718 0.112
H 2.4137 3.1027 3.5128 0.112
H 9.7510 2.8745 -3.7966 0.119
H -2.0344 -1.8268 4.6509 0.101
H -4.2561 1.8769 -0.7614 0.104
H -2.4123 -5.5626 2.4437 0.080
H 3.6662 3.0522 1.5117 0.118
H 2.3714 0.2010 1.0646 0.104
H 6.7339 -0.9077 0.9229 0.097
H 4.9742 -1.2909 2.9404 0.061
H 4.1924 7.1338 0.6319 0.119
H 4.2092 8.7145 4.1865 0.113
H 2.5970 7.8883 0.4379 0.119
H -6.8669 4.3423 -2.0570 0.115
H 2.2355 2.5945 0.4934 0.082
H -3.1603 -4.0666 -6.0137 0.116
H 9.1122 0.3119 -6.1419 0.118
H -7.0230 4.6213 0.3124 0.117
H -8.1114 3.1325 -1.7106 0.113
H 2.9890 9.4431 2.2084 0.115
H 7.1451 1.8609 -3.6683 0.090
H -2.1000 3.0604 2.1587 0.076
H -3.7374 -7.8857 3.0118 0.117
H -4.3301 2.1220 2.2124 0.087
H 1.2388 1.1004 -2.9960 0.058
H -6.2605 -3.0120 -4.7075 0.109
H -4.8275 0.2037 4.5096 0.091
H -0.9311 2.1001 3.1739 0.083
H -5.9157 -1.2929 -4.9917 0.117
H -3.0862 -4.7866 0.6462 0.089
H 5.9632 0.2228 -5.0208 0.113
H -0.0151 4.3813 4.1344 0.111
H -6.2686 -1.1848 -0.0213 0.095
H -4.4923 3.5921 4.9774 0.107
H 1.5414 4.8658 2.2228 0.087
H 10.9798 1.8019 -6.0901 0.116
H -0.7650 -3.1944 -2.0328 0.128
H -2.1727 2.5111 5.1644 0.099
H 1.6714 -2.0179 -1.9712 0.097
H 12.0854 2.2543 -3.9671 0.114
H -3.1289 -2.4788 -6.8084 0.117
H -1.6743 -5.1192 -0.4307 0.117
H -4.0802 4.1680 3.3306 0.114
H 0.5711 3.8476 1.0701 0.059
H 9.8289 -0.7632 -4.9236 0.119
H 0.1477 -8.5980 1.6863 0.115
H 6.7404 2.8239 -5.0922 0.119
H 11.7490 0.6125 -3.3997 0.116